## w
The following is a DFT calculation (the ωB97M-V functional and the def2-TZVPD basis) of a molecular structure, C8H10NO2.

```
21
Properties=species:S:1:pos:R:3:nbo_charge:R:1
C -2.970 0.450 0.251 -0.14
C -2.261 0.871 -0.841 -0.20
C -2.396 -0.372 1.119 -0.21
C -1.020 0.422 -1.040 0.06
C -1.114 -0.835 0.945 0.05
C 1.699 0.860 -0.084 0.65
C 3.133 0.611 0.104 -0.77
C 0.834 -0.931 -0.526 0.16
N -0.448 -0.540 -0.175 -0.29
O 0.970 1.721 -0.351 -0.46
O 1.533 -1.918 0.114 -0.66
H -3.908 0.876 0.550 0.25
H -2.553 1.633 -1.603 0.26
H -2.899 -0.588 2.082 0.26
H -0.560 0.691 -1.992 0.25
H -0.615 -1.504 1.624 0.22
H 3.457 0.713 -0.918 0.28
H 3.580 1.149 0.986 0.29
H 3.079 -0.510 0.233 0.27
H 1.246 -0.713 -1.493 0.23
H 1.212 -2.087 1.015 0.49
```

As for the orbital gap (spin up / spin down): 7.8 / 7.8 eV. The charge is +1. As for the spin multiplicity: 1.

=====

## x
The following is a DFT calculation (the ωB97M-V functional and the def2-TZVPD basis) of a gas-phase ion, C8H10NO2 (charge +1).

```
21
Properties=species:S:1:pos:R:3:nbo_charge:R:1
C -2.122 0.198 -0.888 -0.14
C -1.905 -0.649 1.485 -0.08
C -0.978 -0.383 -1.239 -0.22
C -0.773 -1.302 1.129 -0.29
C 1.325 -0.759 -0.177 0.72
C -2.105 0.582 0.559 -0.15
C -0.153 -0.666 0.042 0.25
C 3.290 0.353 -0.677 -0.25
N -0.701 1.208 0.542 -0.58
O 1.789 -1.862 -0.285 -0.51
O 1.913 0.448 -0.301 -0.48
H -2.835 0.481 -1.557 0.25
H -2.687 -0.682 2.194 0.25
H -0.629 -0.635 -2.165 0.25
H -0.232 -2.124 1.481 0.28
H -2.861 1.324 1.063 0.26
H 3.859 -0.452 -0.223 0.22
H 3.646 1.248 -0.408 0.20
H 3.239 0.267 -1.746 0.20
H -0.615 1.800 -0.250 0.41
H -0.468 1.607 1.422 0.41
```

As for the orbital gap: 9.1 eV. The charge is +1. As for the spin multiplicity: 1.

=====

Stability ranking, top and bottom: w is the most stable and x is the least stable.

=====

## w
The following is a DFT calculation (the ωB97M-V functional and the def2-TZVPD basis) of 2 unconnected molecules or ions with the total composition C2H7NO3P.

```
14
Properties=species:S:1:pos:R:3:nbo_charge:R:1
C -0.584 -0.023 -1.594 -0.71
C 0.473 0.335 -0.663 -0.28
N 0.841 -1.916 1.183 -0.49
O -1.511 0.496 1.354 -1.21
O -0.012 2.343 1.099 -1.03
O 0.989 -1.655 -0.099 -0.53
P -0.032 0.689 1.223 1.33
H -1.561 -0.306 -1.046 0.24
H -0.780 0.936 -2.036 0.20
H -0.203 -0.756 -2.216 0.21
H 1.553 0.532 -0.987 0.19
H 1.558 -1.324 1.830 0.30
H -0.041 -1.849 1.556 0.33
H -0.687 2.499 0.396 0.45
```

As for the orbital gap (spin up / spin down): 6.9 / 6.9 eV. The charge is -1. As for the spin multiplicity: 1.

=====

## x
The following is a DFT calculation (the ωB97M-V functional and the def2-TZVPD basis) of 2 unconnected molecules or ions with the total composition C2H7NO3P.

```
14
Properties=species:S:1:pos:R:3:nbo_charge:R:1
C -0.124 -1.306 -0.754 -0.60
C 0.623 -0.968 0.514 -0.78
N -1.267 2.502 0.091 -0.30
O 2.912 0.522 1.388 -1.13
O 2.427 0.097 -1.175 -1.14
O -2.283 1.545 0.486 -0.61
P 1.981 0.349 0.197 1.81
H -0.848 -2.276 -0.525 0.16
H -0.951 -0.642 -1.036 0.20
H 0.431 -1.548 -1.789 0.23
H 1.057 -1.861 0.848 0.20
H 0.016 -0.586 1.302 0.22
H -1.319 2.364 -0.908 0.28
H -2.656 1.808 1.361 0.46
```

As for the orbital gap (spin up / spin down): 4.9 / 8.9 eV. The charge is -1. As for the spin multiplicity: 1.

=====

Stability ranking, top and bottom: x is the most stable and w is the least stable.

=====

## w
The following is a DFT calculation (the ωB97M-V functional and the def2-TZVPD basis) of 2 unconnected molecules or ions with the total composition C2H7NO3.

```
13
Properties=species:S:1:pos:R:3:nbo_charge:R:1
O -0.330 0.734 1.084 -0.57
C -0.370 1.013 -0.090 0.52
N 0.777 0.850 -0.839 -0.66
C 1.666 -0.173 -0.224 0.08
O 1.096 -1.464 -0.370 -0.74
H -1.087 1.445 -0.836 0.12
H 0.882 0.777 -1.866 0.40
H 2.602 -0.213 -0.838 0.18
H 1.797 -0.019 0.837 0.20
H 0.246 -1.558 0.092 0.48
H -3.219 -0.472 0.655 0.48
H -2.055 -0.716 -0.421 0.47
O -2.285 -0.561 0.518 -0.94
```

As for the orbital gap: 10.6 eV. The SMILES is O=CNCO.O. As for the spin multiplicity: 1.

=====

## x
The following is a DFT calculation (the ωB97M-V functional and the def2-TZVPD basis) of 2 unconnected molecules or ions with the total composition C2H7NO3.

```
13
Properties=species:S:1:pos:R:3:nbo_charge:R:1
C -0.334 -1.509 -2.398 -0.43
N -1.575 -0.854 -1.977 -0.65
C -1.935 -0.552 -0.691 0.88
O -0.850 -0.720 0.068 -0.71
O -3.017 -0.079 -0.437 -0.64
H 0.553 -1.380 -1.714 0.22
H -0.460 -2.588 -2.276 0.20
H 0.055 -1.058 -3.322 0.21
H -2.221 -0.475 -2.679 0.41
H -0.947 -0.412 1.024 0.51
H 3.986 3.555 4.285 0.46
H 3.427 2.996 5.516 0.46
O 3.317 3.075 4.601 -0.92
```

As for the orbital gap: 10.3 eV. The SMILES is CNC(=O)O.O. As for the spin multiplicity: 1.

=====

Stability ranking, top and bottom: x is the most stable and w is the least stable.

=====

## w
The following is a DFT calculation (the ωB97M-V functional and the def2-TZVPD basis) of 2 unconnected molecules or ions with the total composition C2H7NO3.

```
13
Properties=species:S:1:pos:R:3:nbo_charge:R:1
C -2.402 -0.718 1.740 -0.42
N -1.579 -0.344 0.584 -0.64
C -0.937 0.823 0.703 0.86
O -0.315 0.950 1.915 -0.69
O -0.616 1.548 -0.212 -0.63
H -2.994 0.137 2.071 0.19
H -3.134 -1.504 1.594 0.21
H -1.837 -1.003 2.625 0.21
H -1.919 -0.777 -0.253 0.41
H -0.105 1.897 1.915 0.50
H 4.239 -1.607 -4.786 0.47
H 5.314 -2.313 -3.981 0.47
O 4.709 -1.563 -3.947 -0.93
```

As for the orbital gap: 10.7 eV. The SMILES is CNC(=O)O.O. As for the spin multiplicity: 1.

=====

## x
The following is a DFT calculation (the ωB97M-V functional and the def2-TZVPD basis) of 5 unconnected molecules or ions with the total composition C2H7NO3.

```
13
Properties=species:S:1:pos:R:3:nbo_charge:R:1
C -1.356 0.397 1.321 0.09
O 1.118 -0.886 0.245 -0.49
O -0.535 -0.361 1.876 -0.47
O 1.606 -2.060 0.860 -0.46
H 1.659 -1.764 1.783 0.46
H -1.218 0.911 -0.232 0.05
H -1.421 1.399 1.784 0.15
H -2.370 -0.033 1.226 0.15
C 0.355 0.756 -2.175 0.02
N 1.342 0.131 -2.024 -0.28
H 1.483 -0.852 -0.731 0.47
H 0.035 1.468 -2.917 0.26
H -0.700 0.893 -1.016 0.04
```

As for the orbital gap: 7.7 eV. As for the spin multiplicity: 1.

=====

## y
The following is a DFT calculation (the ωB97M-V functional and the def2-TZVPD basis) of 2 unconnected molecules or ions with the total composition C2H7NO3.

```
13
Properties=species:S:1:pos:R:3:nbo_charge:R:1
H -0.568 1.361 0.241 0.49
O -1.900 1.273 0.037 -0.87
O 0.429 1.655 0.499 -0.72
H -1.903 1.374 -0.920 0.50
H -2.089 0.347 0.222 0.51
C 1.280 0.708 0.178 0.78
O 2.352 0.884 -0.375 -0.60
C 0.881 -0.779 0.412 -0.35
H 1.767 -1.311 0.088 0.21
H 0.759 -1.064 1.459 0.21
N -0.265 -1.116 -0.449 -0.87
H 0.050 -1.450 -1.335 0.37
H -0.795 -1.882 -0.057 0.36
```

As for the orbital gap: 9.8 eV. The SMILES is NCC(=O)O.O. As for the spin multiplicity: 1.

=====

Stability ranking, top and bottom: w is the most stable and x is the least stable.

=====

## w
The following is a DFT calculation (the ωB97M-V functional and the def2-TZVPD basis) of 2 unconnected molecules or ions with the total composition C2H7NO3.

```
13
Properties=species:S:1:pos:R:3:nbo_charge:R:1
N 1.283 -0.354 -0.624 -0.87
C 1.581 -0.296 0.753 0.08
O 0.460 -0.367 1.631 -0.76
H 1.340 0.468 -1.175 0.38
H 0.923 -1.207 -1.001 0.38
H 2.093 0.661 0.925 0.16
H 2.385 -1.005 0.981 0.15
H 0.630 -1.042 2.287 0.48
O -3.423 0.759 -1.586 -0.54
C -2.362 0.833 -1.058 0.64
O -1.799 -0.227 -0.441 -0.71
H -1.745 1.743 -1.066 0.09
H -1.366 0.034 0.374 0.51
```

As for the orbital gap: 10.2 eV. The SMILES is O=CO.NCO. As for the spin multiplicity: 1.

=====

## x
The following is a DFT calculation (the ωB97M-V functional and the def2-TZVPD basis) of 2 unconnected molecules or ions with the total composition C2H7NO3.

```
13
Properties=species:S:1:pos:R:3:nbo_charge:R:1
O 0.750 -0.165 -0.022 -0.64
C 0.177 0.894 -0.203 0.81
O 0.511 2.112 0.113 -0.68
C -1.264 0.942 -0.682 -0.35
N -1.765 -0.532 -0.594 -0.83
H 1.272 2.379 0.584 0.51
H -1.804 1.550 0.099 0.22
H -1.433 1.155 -1.730 0.24
H -0.942 -1.264 -0.408 0.38
H -2.127 -0.575 0.282 0.33
H 1.734 -3.204 0.518 0.46
H 1.233 -1.765 0.722 0.49
O 1.357 -2.642 1.084 -0.96
```

As for the orbital gap: 10.2 eV. The SMILES is NCC(=O)O.O. As for the spin multiplicity: 1.

=====

Stability ranking, top and bottom: w is the most stable and x is the least stable.